#i
Below is 2 unconnected molecules or ions with the total composition C5H7BrO2, with properties calculated with ωB97M-V/def2-TZVPD.

As for the molar mass: 179.01 g mol⁻¹. As for the spin multiplicity: 1. The HOMO energy (spin up / spin down) comes out at -7.98 / -7.90 eV. As for the LUMO energy (spin up / spin down): -0.16 / -0.39 eV. As for the frontier orbital gap (spin up / spin down): 7.8 / 7.5 eV. Its charge is 0.

XYZ file:
```
15
C5H7BrO2 (ωB97M-V/def2-TZVPD)
C 0.05 0.47 0.12
C 0.74 0.55 -1.01
C -2.09 -1.05 0.28
C 2.04 1.08 -1.27
C -2.03 -1.54 1.61
O -2.77 -0.92 -0.70
O 0.16 -0.12 -2.11
Br 0.58 1.17 1.74
H 2.02 1.72 -2.13
H 2.67 0.35 -1.66
H 2.38 1.44 -0.22
H -1.52 -0.62 2.07
H -1.37 -2.46 1.69
H -2.98 -1.69 1.96
H -0.81 -0.19 -1.97
```



#ii
Below is a molecular structure, C5H7BrO2, with properties calculated with ωB97M-V/def2-TZVPD.

As for the molar mass: 179.01 g mol⁻¹. As for the spin multiplicity: 1. The HOMO energy comes out at -10.10 eV. As for the LUMO energy: 0.73 eV. As for the frontier orbital gap: 10.8 eV. Its charge is 0.

XYZ file:
```
15
C5H7BrO2 (ωB97M-V/def2-TZVPD)
C 2.58 -0.57 -1.30
C 1.58 -1.01 -0.59
C -0.39 0.13 0.47
C -2.22 1.25 1.32
C 0.19 -0.44 -0.79
O -0.05 -0.29 1.57
O -1.32 0.95 0.24
Br -1.04 -1.83 -1.17
H 3.59 -0.89 -1.09
H 2.51 0.37 -1.89
H 1.79 -1.80 0.16
H -2.87 0.27 1.50
H -2.83 2.15 1.07
H -1.58 1.46 2.24
H 0.06 0.24 -1.74
```



Which one is most stable, and which one is least stable? #ii is the most stable of them, while #i is the least stable.



#i
Below is C20H21N3O3 in the gas phase, with properties calculated with ωB97M-V/def2-TZVPD.

As for the molar mass: 351.41 g mol⁻¹. As for the spin multiplicity: 1. Its SMILES is N[C@@H](Cc1c[nH]c2ccccc12)C(=O)N[C@@H](Cc1ccccc1)C(=O)O. The HOMO energy comes out at -8.34 eV. As for the LUMO energy: 0.37 eV. As for the frontier orbital gap: 8.7 eV. Its charge is 0.

XYZ file:
```
47
C20H21N3O3 (ωB97M-V/def2-TZVPD)
N 3.38 -0.45 -0.34
C 2.17 -0.83 0.51
C 1.48 0.31 1.45
C 0.57 -0.42 2.33
C 0.60 -1.77 2.76
N -0.57 -2.14 3.29
C -1.38 -1.06 3.35
C -2.79 -1.05 3.66
C -3.38 0.23 3.35
C -2.73 1.38 2.86
C -1.39 1.23 2.57
C -0.77 0.02 2.70
C 1.05 -1.50 -0.25
O 1.32 -2.41 -1.06
N -0.06 -0.71 -0.49
C -0.76 -1.02 -1.71
C 0.13 -0.53 -3.01
C 0.30 0.95 -2.85
C -0.75 1.93 -2.80
C -0.39 3.17 -2.35
C 0.92 3.63 -2.13
C 1.88 2.63 -2.29
C 1.65 1.36 -2.78
C -1.19 -2.42 -2.05
O -1.83 -2.64 -3.04
O -0.92 -3.42 -1.18
H 2.97 0.27 -0.96
H 3.63 -1.32 -1.01
H 2.64 -1.46 1.26
H 2.14 0.89 1.98
H 1.00 1.16 0.86
H 1.26 -2.49 2.37
H -0.69 -2.99 3.69
H -3.39 -1.59 4.40
H -4.53 0.36 3.52
H -3.36 2.35 2.81
H -0.82 2.18 2.53
H -0.44 -0.24 0.32
H -1.77 -0.54 -1.94
H -0.28 -0.75 -3.99
H 1.19 -0.87 -3.15
H -1.55 1.59 -3.38
H -1.09 4.03 -2.37
H 1.30 4.62 -1.77
H 2.85 2.91 -1.80
H 2.41 0.65 -3.00
H -0.01 -3.24 -0.89
```



#ii
Below is a molecular structure, C20H21N3O3, with properties calculated with ωB97M-V/def2-TZVPD.

As for the molar mass: 351.41 g mol⁻¹. As for the spin multiplicity: 1. The HOMO energy comes out at -8.12 eV. As for the LUMO energy: -0.42 eV. As for the frontier orbital gap: 7.7 eV. Its charge is 0.

XYZ file:
```
47
C20H21N3O3 (ωB97M-V/def2-TZVPD)
C 1.06 1.13 4.18
C 0.63 -0.05 3.28
C -0.58 -0.06 2.51
C -0.98 -1.07 1.90
C -0.08 -2.21 1.91
C 0.90 -2.31 2.77
C 1.31 -1.17 3.58
C 2.73 -1.52 4.17
H 3.45 -0.81 3.85
H 3.08 -2.40 4.06
H 2.35 -1.43 5.26
H 1.48 -3.48 2.70
O -0.47 -3.33 1.25
C -1.88 -3.45 0.43
C -1.55 -2.51 -0.72
C -0.64 -1.93 -1.24
C -1.09 -0.95 -2.31
N -2.46 -1.03 -2.16
O -2.79 -2.01 -1.37
C -0.49 -0.25 -3.22
O 0.92 -0.34 -3.36
N -1.34 0.52 -3.85
H -2.27 0.48 -3.76
C -0.81 1.77 -4.50
H 0.51 1.30 -4.97
H -1.22 1.98 -5.61
C -0.62 3.12 -3.61
C -0.17 2.43 -2.42
C 1.21 2.65 -2.02
C 1.75 2.17 -0.96
C 0.91 1.44 -0.08
N -0.26 1.48 -0.20
C -0.92 2.01 -1.35
H -1.87 2.07 -1.36
H 1.32 1.15 0.94
H 2.71 1.96 -0.85
H 2.06 2.94 -2.98
H -2.00 3.34 -3.41
H -0.22 3.77 -4.07
H 0.34 -2.30 -1.08
H -2.80 -2.97 1.04
H -2.13 -4.43 0.28
H -1.91 -0.97 1.51
H -1.03 1.00 2.76
H 0.52 1.80 4.11
H 2.16 1.46 3.74
H 1.19 0.98 5.22
```



Which one is most stable, and which one is least stable? #i is the most stable of them, while #ii is the least stable.



#i
Below is C3H4N2OS in the gas phase, with properties calculated with ωB97M-V/def2-TZVPD.

As for the molar mass: 116.14 g mol⁻¹. As for the spin multiplicity: 1. Its SMILES is O=C/N=C/NC=S. The HOMO energy comes out at -9.69 eV. As for the LUMO energy: -1.27 eV. As for the frontier orbital gap: 8.4 eV. Its charge is 0.

XYZ file:
```
11
C3H4N2OS (ωB97M-V/def2-TZVPD)
O -0.20 -2.52 -1.44
C 0.88 -2.02 -1.17
N 1.17 -0.75 -0.60
C -0.02 -0.33 0.05
N 0.01 0.88 0.69
C -0.91 1.90 1.02
S -0.63 3.53 1.06
H 1.72 -2.51 -1.52
H -0.96 -0.92 0.00
H 0.93 1.44 0.74
H -1.97 1.30 1.16
```



#ii
Below is 2 unconnected molecules or ions with the total composition C3H4N2OS, with properties calculated with ωB97M-V/def2-TZVPD.

As for the molar mass: 116.14 g mol⁻¹. As for the spin multiplicity: 1. Its SMILES is O=C1NS1.CC#N. The HOMO energy comes out at -8.67 eV. As for the LUMO energy: 0.47 eV. As for the frontier orbital gap: 9.1 eV. Its charge is 0.

XYZ file:
```
11
C3H4N2OS (ωB97M-V/def2-TZVPD)
O -2.72 -0.95 -1.62
C -3.19 -0.19 -0.89
N -3.55 1.09 -0.58
S -4.22 -0.16 0.58
H -2.85 1.76 -0.37
C 1.52 0.01 0.71
C 0.18 0.29 0.58
N -0.97 0.46 0.50
H 1.65 -0.80 1.45
H 2.08 0.89 1.07
H 1.82 -0.34 -0.30
```



#iii
Below is C3H4N2OS in the gas phase, with properties calculated with ωB97M-V/def2-TZVPD.

As for the molar mass: 116.14 g mol⁻¹. As for the spin multiplicity: 1. Its SMILES is N=C=CC(=O)NS. The HOMO energy comes out at -8.79 eV. As for the LUMO energy: 0.57 eV. As for the frontier orbital gap: 9.4 eV. Its charge is 0.

XYZ file:
```
11
C3H4N2OS (ωB97M-V/def2-TZVPD)
N 2.42 0.07 1.11
C 1.29 -0.25 0.86
C -0.04 -0.26 0.76
C -0.39 -0.66 -0.64
O 0.20 -1.46 -1.31
N -1.30 0.11 -1.28
S -1.58 1.75 -0.71
H 3.10 -0.60 1.45
H -0.82 -0.01 1.45
H -1.27 0.08 -2.26
H -1.60 1.23 0.57
```



Which one is most stable, and which one is least stable? #i is the most stable of them, while #iii is the least stable.



#i
Below is 2 unconnected molecules or ions with the total composition CH4Br2Si, with properties calculated with ωB97M-V/def2-TZVPD.

As for the molar mass: 203.94 g mol⁻¹. As for the spin multiplicity: 1. The HOMO energy comes out at -7.38 eV. As for the LUMO energy: -3.37 eV. As for the frontier orbital gap: 4.0 eV. Its charge is 0.

XYZ file:
```
8
CH4Br2Si (ωB97M-V/def2-TZVPD)
C 0.15 0.69 0.49
Si -0.69 -1.02 0.24
Br -2.83 -1.03 0.30
Br 2.69 0.11 -1.93
H 1.02 0.80 1.04
H 0.58 1.04 -0.53
H -0.58 1.53 0.88
H -0.33 -2.11 -0.49
```



#ii
Below is CH4Br2Si in the gas phase, with properties calculated with ωB97M-V/def2-TZVPD.

As for the molar mass: 203.94 g mol⁻¹. As for the spin multiplicity: 1. Its SMILES is [SiH3]C(Br)Br. The HOMO energy comes out at -10.26 eV. As for the LUMO energy: 0.22 eV. As for the frontier orbital gap: 10.5 eV. Its charge is 0.

XYZ file:
```
8
CH4Br2Si (ωB97M-V/def2-TZVPD)
Si 0.41 0.91 0.21
C -0.18 -0.84 -0.31
Br -1.29 -1.60 1.20
Br -1.15 -0.85 -1.97
H 1.06 1.66 -0.80
H 1.31 0.59 1.50
H -0.71 1.73 0.47
H 0.55 -1.59 -0.31
```



#iii
Below is 2 unconnected molecules or ions with the total composition CH4Br2Si, with properties calculated with ωB97M-V/def2-TZVPD.

As for the molar mass: 203.94 g mol⁻¹. As for the spin multiplicity: 1. The HOMO energy comes out at -8.59 eV. As for the LUMO energy: -0.53 eV. As for the frontier orbital gap: 8.1 eV. Its charge is 0.

XYZ file:
```
8
CH4Br2Si (ωB97M-V/def2-TZVPD)
C -1.33 -0.47 0.68
Si 1.52 -0.01 -1.50
Br -0.99 1.34 -0.03
Br 2.47 -0.01 0.51
H -2.31 -0.52 0.67
H -0.71 -1.06 0.00
H -0.85 -0.43 1.65
H 2.20 1.16 -1.99
```



Which one is most stable, and which one is least stable? #iii is the most stable of them, while #i is the least stable.



#i
Below is 2 unconnected molecules or ions with the total composition C2F3NO2, with properties calculated with ωB97M-V/def2-TZVPD.

As for the molar mass: 127.02 g mol⁻¹. As for the spin multiplicity: 1. The HOMO energy (spin up / spin down) comes out at -12.59 / -12.59 eV. As for the LUMO energy (spin up / spin down): -5.08 / -5.08 eV. As for the frontier orbital gap (spin up / spin down): 7.5 / 7.5 eV. Its charge is 0.

XYZ file:
```
8
C2F3NO2 (ωB97M-V/def2-TZVPD)
C 1.75 -0.69 -0.11
C -1.32 0.60 0.13
N 2.82 -0.93 0.26
O 0.67 -0.60 -0.70
O -0.72 -0.45 0.59
F -2.39 0.85 0.90
F -1.64 0.34 -1.20
F -0.69 1.74 0.10
```



#ii
Below is a molecular structure, C2F3NO2, with properties calculated with ωB97M-V/def2-TZVPD.

As for the molar mass: 127.02 g mol⁻¹. As for the spin multiplicity: 1. The HOMO energy comes out at -9.72 eV. As for the LUMO energy: -1.37 eV. As for the frontier orbital gap: 8.3 eV. Its charge is 0.

XYZ file:
```
8
C2F3NO2 (ωB97M-V/def2-TZVPD)
C 0.65 1.24 0.01
C 1.00 0.23 -0.77
N -1.14 -0.91 0.71
O 1.51 -0.58 -1.43
O -2.18 -1.00 0.29
F -0.25 2.28 -0.20
F 0.79 0.94 1.32
F -0.38 -2.20 0.07
```



Which one is most stable, and which one is least stable? #i is the most stable of them, while #ii is the least stable.



#i
Below is a molecular structure, C4HClNO2, with properties calculated with ωB97M-V/def2-TZVPD.

As for the molar mass: 130.51 g mol⁻¹. As for the spin multiplicity: 1. The HOMO energy (spin up / spin down) comes out at -4.35 / -4.35 eV. As for the LUMO energy (spin up / spin down): 3.41 / 3.41 eV. As for the frontier orbital gap (spin up / spin down): 7.8 / 7.8 eV. Its charge is -1.

XYZ file:
```
9
C4HClNO2 (ωB97M-V/def2-TZVPD)
C -0.92 0.05 1.56
C -0.31 -0.76 0.71
C -0.17 0.37 -0.33
C 0.83 0.46 -1.81
N -0.74 1.16 0.57
O 0.40 0.13 -2.88
O 1.85 0.88 -1.33
Cl 0.12 -2.50 0.82
H -1.06 0.22 2.69
```



#ii
Below is a molecular structure, C4HClNO2, with properties calculated with ωB97M-V/def2-TZVPD.

As for the molar mass: 130.51 g mol⁻¹. As for the spin multiplicity: 1. The HOMO energy comes out at -3.61 eV. As for the LUMO energy: 3.61 eV. As for the frontier orbital gap: 7.2 eV. Its charge is -1.

XYZ file:
```
9
C4HClNO2 (ωB97M-V/def2-TZVPD)
C -0.54 0.59 -0.26
C -1.85 -0.10 -0.31
C -1.12 -0.81 0.62
C 2.15 -0.49 -0.09
N 0.22 -0.47 0.14
O 2.25 0.31 -0.94
O 2.52 -1.24 0.72
Cl -3.44 0.62 -0.15
H -0.20 1.58 0.27
```



Which one is most stable, and which one is least stable? #i is the most stable of them, while #ii is the least stable.



#i
Below is 2 unconnected molecules or ions with the total composition CH4BrNO, with properties calculated with ωB97M-V/def2-TZVPD.

As for the molar mass: 125.95 g mol⁻¹. As for the spin multiplicity: 1. The HOMO energy comes out at -9.53 eV. As for the LUMO energy: -0.74 eV. As for the frontier orbital gap: 8.8 eV. Its charge is 0.

XYZ file:
```
8
CH4BrNO (ωB97M-V/def2-TZVPD)
C -0.69 -0.05 0.05
N 1.56 0.74 -0.06
O 0.68 -0.40 -0.01
Br 1.83 1.27 1.78
H -0.97 0.84 0.46
H -1.19 -0.80 0.57
H -1.23 0.00 -0.84
H 3.02 0.24 -0.48
```



#ii
Below is 2 unconnected molecules or ions with the total composition CH4BrNO, with properties calculated with ωB97M-V/def2-TZVPD.

As for the molar mass: 125.95 g mol⁻¹. As for the spin multiplicity: 1. The HOMO energy (spin up / spin down) comes out at -9.19 / -9.19 eV. As for the LUMO energy (spin up / spin down): -2.46 / -2.46 eV. As for the frontier orbital gap (spin up / spin down): 6.7 / 6.7 eV. Its charge is 0.

XYZ file:
```
8
CH4BrNO (ωB97M-V/def2-TZVPD)
C 1.10 0.15 -0.20
N -2.03 0.35 -0.02
O 0.40 1.12 0.25
Br -1.74 -1.33 0.04
H 0.36 -0.79 -0.04
H 1.82 -0.30 0.46
H 1.59 0.15 -1.31
H -1.50 0.66 0.83
```



Which one is most stable, and which one is least stable? #i is the most stable of them, while #ii is the least stable.



#i
Below is C5H5ClO2 in the gas phase, with properties calculated with ωB97M-V/def2-TZVPD.

As for the molar mass: 132.55 g mol⁻¹. As for the spin multiplicity: 1. Its SMILES is O=C/C=C(/Cl)CC=O. The HOMO energy comes out at -9.96 eV. As for the LUMO energy: -0.82 eV. As for the frontier orbital gap: 9.1 eV. Its charge is 0.

XYZ file:
```
13
C5H5ClO2 (ωB97M-V/def2-TZVPD)
O -2.34 -2.10 -0.32
C -1.47 -1.30 0.09
C -0.07 -1.48 -0.15
C 0.94 -0.51 0.00
Cl 2.60 -0.90 -0.33
C 0.76 0.92 0.61
C -0.01 1.79 -0.48
O -1.22 2.10 -0.42
H -1.79 -0.30 0.50
H 0.31 -2.45 -0.47
H 1.68 1.33 0.88
H 0.07 0.76 1.47
H 0.56 2.13 -1.38
```



#ii
Below is C5H5ClO2 in the gas phase, with properties calculated with ωB97M-V/def2-TZVPD.

As for the molar mass: 132.55 g mol⁻¹. As for the spin multiplicity: 1. Its SMILES is O=C1CO[C@@H]1/C=C/Cl. The HOMO energy comes out at -9.56 eV. As for the LUMO energy: 0.82 eV. As for the frontier orbital gap: 10.4 eV. Its charge is 0.

XYZ file:
```
13
C5H5ClO2 (ωB97M-V/def2-TZVPD)
O -0.76 -2.00 0.22
C -0.12 -1.07 0.57
C 0.05 -0.21 1.89
O 0.90 0.64 1.23
C 0.90 -0.02 -0.02
C 0.30 0.82 -1.10
C -0.81 0.37 -1.77
Cl -1.68 1.20 -2.94
H 0.50 -0.83 2.68
H -0.94 0.30 2.22
H 1.96 -0.38 -0.12
H 0.69 1.86 -1.26
H -0.98 -0.68 -1.62
```



Which one is most stable, and which one is least stable? #i is the most stable of them, while #ii is the least stable.